{"formula": "C4H10N3S", "method": "ωB97M-V/def2-TZVPD", "de_lowest_ev": 2.9308, "total_charge": 1, "largest_force_ha_per_bohr": 0.0793, "orbital_gap_ev": 8.7, "multiplicity": 1, "symbols": ["C", "C", "C", "C", "N", "N", "N", "S", "H", "H", "H", "H", "H", "H", "H", "H", "H", "H"], "xyz": [[0.546395, 0.138127, 2.304911], [-0.114638, -0.889952, 1.470627], [-0.365042, 1.148452, 0.570338], [-1.761329, -0.652891, -0.482758], [0.487918, 1.305469, 1.784012], [1.584306, 0.433032, -2.155929], [-0.753565, -0.144189, 0.386247], [1.626759, 1.529373, -0.703826], [1.111818, -0.100901, 3.268593], [0.688807, -1.626533, 0.989081], [-0.777582, -1.611517, 1.986076], [-0.745134, 2.019332, 0.153527], [-2.639425, -0.932982, 0.021341], [-2.279927, 0.125010, -1.184562], [-1.394523, -1.499182, -0.994724], [1.037453, 0.841280, -2.986999], [2.572456, 0.483584, -2.510624], [1.175251, -0.565512, -1.915331]], "atomic_forces_ev_per_a": [[0.63, -0.03, 0.62], [0.95, -3.15, -1.25], [2.80, -2.57, 1.49], [-1.51, 2.04, -1.55], [-1.81, -0.37, -1.08], [-1.04, -0.55, -1.43], [0.78, 2.96, 2.06], [0.01, 0.02, -0.10], [-0.83, 0.47, -1.56], [-1.15, 1.49, 1.01], [-0.01, 0.66, -0.14], [-1.16, 1.05, -0.73], [-0.96, -0.81, 1.32], [1.86, -1.05, 0.93], [0.32, -0.86, -0.96], [0.60, -0.77, 1.67], [-1.03, -1.01, 0.57], [1.56, 2.45, -0.88]], "mulliken_charge": [0.02, -0.58, -0.23, -0.95, -0.51, -0.56, 0.18, -0.10, 0.35, 0.26, 0.37, 0.56, 0.40, 0.28, 0.38, 0.38, 0.40, 0.36]}



{"formula": "C17H29N3PdS2Si2", "method": "ωB97M-V/def2-TZVPD", "de_lowest_ev": 0.0000, "largest_force_ha_per_bohr": 0.0037, "orbital_gap_ev": 8.0, "multiplicity": 1, "symbols": ["Pd", "C", "Si", "C", "C", "C", "C", "C", "C", "N", "C", "S", "H", "H", "H", "H", "H", "H", "H", "H", "H", "H", "H", "H", "C", "Si", "C", "C", "C", "C", "H", "H", "H", "H", "H", "H", "H", "H", "H", "S", "C", "N", "C", "C", "C", "N", "H", "H", "H", "H", "H", "H", "H", "H"], "xyz": [[0.367287, -0.707653, -0.831112], [2.793508, 4.252648, 0.697328], [3.606659, 3.635676, -0.867371], [5.394555, 4.196966, -0.899340], [2.724886, 4.272861, -2.384756], [3.608740, 1.746580, -0.881168], [4.785771, 1.008051, -0.922908], [4.783074, -0.385898, -0.941847], [3.566152, -1.033248, -0.915802], [2.425756, -0.350904, -0.871085], [2.423273, 0.995202, -0.856837], [0.770740, 1.570175, -0.817010], [2.809677, 5.344751, 0.728654], [3.317572, 3.882351, 1.581037], [1.755395, 3.923772, 0.757116], [5.434107, 5.288565, -0.885400], [5.912660, 3.862211, -1.800640], [5.951484, 3.837967, -0.031041], [2.722408, 5.365395, -2.396139], [1.690477, 3.928048, -2.410400], [3.218548, 3.926925, -3.295326], [5.737626, 1.526647, -0.944408], [5.703001, -0.951329, -0.980489], [3.474586, -2.112721, -0.932019], [-5.301110, -1.631835, 0.486186], [-4.618710, -0.553462, -0.891357], [-5.246471, -1.181744, -2.536018], [-5.169412, 1.212415, -0.622843], [-2.797239, -0.639527, -0.856772], [-1.576103, -0.633850, -0.860872], [-6.393413, -1.615861, 0.490601], [-4.958007, -1.279046, 1.461662], [-4.984792, -2.671130, 0.364959], [-6.337424, -1.144476, -2.582208], [-4.932376, -2.213720, -2.703253], [-4.849760, -0.577428, -3.353647], [-6.259099, 1.291575, -0.633009], [-4.773001, 1.860505, -1.406392], [-4.807769, 1.590362, 0.335199], [0.421272, -3.111584, -0.724600], [-0.244793, -3.180111, 0.869756], [0.537001, -3.550072, 1.887853], [0.127925, -3.523569, 3.287731], [-1.373676, -3.733775, 3.375970], [-2.073989, -2.770887, 2.434124], [-1.526844, -2.928538, 1.093211], [1.504939, -3.689122, 1.651144], [0.404773, -2.564510, 3.734606], [0.665564, -4.309364, 3.816953], [-1.710574, -3.572357, 4.399179], [-1.618902, -4.760083, 3.096528], [-1.947839, -1.734714, 2.764137], [-3.142010, -2.977120, 2.386453], [-1.996118, -2.429988, 0.335696]], "atomic_forces_ev_per_a": [[0.00, -0.13, -0.14], [0.00, 0.00, 0.00], [0.01, -0.01, 0.00], [0.00, 0.00, 0.00], [-0.01, 0.00, 0.00], [0.00, 0.00, 0.01], [0.00, 0.01, 0.00], [0.00, 0.00, -0.01], [0.00, -0.01, 0.00], [0.00, 0.00, 0.06], [-0.01, 0.03, -0.01], [0.01, 0.00, -0.02], [0.00, 0.00, 0.00], [0.00, 0.00, 0.00], [0.00, 0.00, 0.00], [0.00, 0.00, 0.00], [0.00, 0.00, 0.00], [0.00, 0.00, 0.00], [0.00, 0.00, 0.00], [0.00, 0.00, 0.00], [0.00, 0.00, 0.00], [0.00, 0.00, 0.00], [0.00, 0.00, 0.00], [0.00, 0.00, 0.01], [0.01, -0.01, 0.01], [0.01, 0.00, -0.02], [0.00, 0.00, 0.00], [-0.01, 0.00, 0.00], [0.01, 0.01, 0.03], [0.00, -0.03, 0.06], [0.00, 0.00, 0.00], [0.00, 0.00, 0.00], [0.00, 0.00, 0.00], [0.00, 0.00, 0.00], [0.00, 0.00, 0.00], [0.00, 0.00, 0.00], [0.00, 0.00, 0.00], [0.00, 0.00, 0.00], [0.00, 0.00, 0.00], [0.01, 0.18, 0.06], [-0.04, -0.14, 0.02], [0.02, 0.02, -0.01], [-0.01, -0.03, -0.01], [0.00, 0.01, 0.01], [0.00, -0.03, 0.00], [0.05, 0.15, 0.01], [0.00, 0.00, -0.01], [0.00, 0.00, 0.00], [0.00, 0.00, 0.00], [0.00, 0.00, 0.00], [0.00, 0.00, 0.00], [0.00, -0.01, 0.01], [0.00, 0.01, -0.01], [-0.04, -0.03, -0.06]], "mulliken_charge": [-0.06, -1.00, 0.18, -1.08, -1.00, 0.04, 0.00, -0.96, -0.22, -0.26, 0.72, -0.50, 0.33, 0.33, 0.31, 0.29, 0.31, 0.31, 0.33, 0.32, 0.33, 0.36, 0.37, 0.44, -1.00, -0.06, -0.99, -0.98, -1.55, 1.65, 0.37, 0.27, 0.31, 0.30, 0.30, 0.33, 0.30, 0.31, 0.30, -0.47, 0.44, -0.14, -0.64, -0.65, -0.42, 0.09, 0.24, 0.30, 0.37, 0.37, 0.32, 0.23, 0.32, -0.12]}



{"formula": "C8H15N2O", "method": "ωB97M-V/def2-TZVPD", "de_lowest_ev": 4.8226, "total_charge": 1, "largest_force_ha_per_bohr": 0.0837, "orbital_gap_ev": 9.7, "multiplicity": 1, "symbols": ["C", "C", "C", "C", "C", "C", "C", "C", "N", "N", "O", "H", "H", "H", "H", "H", "H", "H", "H", "H", "H", "H", "H", "H", "H", "H"], "xyz": [[1.976695, 2.069203, 0.079131], [0.519671, -2.097711, -1.141589], [1.455967, 1.010600, 1.120289], [1.451991, 1.111863, -0.996098], [-2.111015, 1.446338, 0.590508], [-2.875502, 0.484840, -0.264860], [0.159993, -2.994893, 0.042408], [0.989275, -1.132375, -0.022531], [1.387804, 0.085493, 0.020397], [-1.791877, -0.002919, 0.587062], [0.562387, -1.922109, 0.987701], [1.684459, 3.167471, 0.100469], [3.132151, 2.131953, 0.087043], [1.227735, -2.374585, -1.782883], [-0.314173, -1.782091, -1.851555], [1.909135, 0.612414, 1.973953], [0.495222, 1.348662, 1.442586], [0.460223, 1.373085, -1.497899], [2.189973, 0.844368, -1.790863], [-1.287541, 2.032063, 0.290545], [-2.524606, 1.896000, 1.484917], [-3.891229, 0.191653, 0.012977], [-2.530959, 0.291294, -1.248410], [-0.881530, -3.380625, 0.089179], [0.675375, -3.870124, 0.234483], [-2.069621, -0.539878, 1.453032]], "atomic_forces_ev_per_a": [[2.52, 1.51, 0.83], [-2.66, 2.04, 1.82], [-0.32, 1.81, -0.60], [0.51, 0.52, -2.56], [-0.39, -1.29, 0.78], [0.40, -0.28, 1.16], [-1.81, 0.67, -0.52], [-2.73, -1.26, -0.81], [-1.34, -1.93, 0.38], [0.23, -0.75, 1.79], [0.85, 0.78, -0.82], [-0.29, -1.71, 0.14], [-1.81, -0.40, -0.19], [3.31, -1.55, -2.28], [0.71, 0.09, 1.54], [1.52, -0.12, 1.13], [-1.07, -0.28, 0.03], [1.12, -0.50, 1.00], [-0.66, 0.35, 0.47], [0.60, 0.67, -1.11], [-0.60, -0.35, -0.06], [0.28, 0.42, -0.26], [-0.54, 0.47, -1.15], [0.24, 1.33, 0.36], [1.93, -1.40, 0.19], [0.01, 1.17, -1.26]], "mulliken_charge": [-0.40, -0.60, -0.68, -0.60, -0.40, -0.31, -0.39, 0.80, 0.17, -0.29, -0.40, 0.33, 0.29, 0.43, 0.24, 0.45, 0.14, 0.24, 0.36, 0.13, 0.25, 0.27, 0.16, 0.26, 0.35, 0.20]}



{"formula": "C5H10FPS2", "method": "ωB97M-V/def2-TZVPD", "de_lowest_ev": 1.5889, "largest_force_ha_per_bohr": 0.0661, "orbital_gap_ev": [5.9, 7.1], "multiplicity": 3, "symbols": ["C", "C", "C", "C", "C", "F", "P", "S", "S", "H", "H", "H", "H", "H", "H", "H", "H", "H", "H"], "xyz": [[2.309649, -0.512985, -0.202404], [-0.507568, 1.235137, -0.935633], [-2.064226, -0.701430, -0.237885], [-0.323943, 0.292157, 1.403207], [-0.681701, 0.016698, -0.054398], [0.713681, -2.263050, 0.386202], [0.618015, -1.188694, -0.866585], [3.007815, 0.834515, -1.073666], [3.251082, 0.777208, 0.994420], [2.798252, -1.489958, -0.465012], [-0.562802, 0.985843, -1.944823], [-1.298646, 1.891669, -0.653026], [0.513497, 1.707612, -0.747261], [-2.786127, -0.159184, 0.408356], [-2.071866, -1.736202, 0.038874], [-2.331941, -0.620923, -1.220735], [-0.290541, 1.366939, 1.634696], [-0.970798, -0.191598, 2.069778], [0.678167, -0.243749, 1.465902]], "atomic_forces_ev_per_a": [[-0.41, -0.98, -1.14], [1.39, 0.42, 2.02], [1.10, 1.74, 2.61], [2.24, -0.51, -1.27], [0.48, -1.98, -0.91], [-0.69, -0.38, -0.81], [0.38, 1.21, 3.16], [0.49, 0.85, -2.54], [-0.86, -1.33, 1.10], [0.56, 1.06, 0.87], [-0.26, -0.26, -1.95], [-0.47, 1.05, -0.12], [-1.46, -0.36, -0.16], [0.14, -0.36, -0.48], [0.22, -0.59, 0.37], [-1.02, 0.16, -2.64], [0.26, -0.39, -0.08], [-1.03, -0.69, 0.97], [-1.04, 1.35, 1.00]], "mulliken_charge": [-0.30, -1.89, -1.75, -1.22, 1.52, -0.31, 0.14, -0.12, -0.13, 0.42, 0.51, 0.48, 0.36, 0.39, 0.46, 0.49, 0.30, 0.38, 0.27]}



{"formula": "C3H11NOS2", "method": "ωB97M-V/def2-TZVPD", "de_lowest_ev": 0.5129, "largest_force_ha_per_bohr": 0.0169, "orbital_gap_ev": 9.6, "multiplicity": 1, "smiles": "CNCO.CSS", "symbols": ["C", "N", "C", "O", "H", "H", "H", "H", "H", "H", "H", "C", "S", "S", "H", "H", "H", "H"], "xyz": [[0.792873, 2.404848, -1.115045], [1.005333, 1.397220, -0.078607], [-0.106013, 1.380606, 0.866809], [0.044283, 0.371266, 1.808097], [0.099880, 1.980008, -1.838407], [1.734834, 2.643250, -1.605486], [0.414496, 3.360551, -0.731649], [1.830185, 1.620481, 0.466950], [-0.194467, 2.350873, 1.375723], [-1.052628, 1.299301, 0.312451], [-0.052007, -0.471428, 1.352448], [-0.968755, -3.363386, 0.426993], [-1.622148, -1.883769, -0.372294], [-0.168242, -1.388997, -1.728174], [-1.117166, -4.244184, -0.193396], [-1.449588, -3.536808, 1.387885], [0.090872, -3.193172, 0.596393], [0.718255, -0.726652, -0.930687]], "atomic_forces_ev_per_a": [[0.24, -0.13, 0.10], [-0.04, 0.13, 0.35], [-0.39, 0.54, -0.56], [0.14, 0.08, 0.39], [-0.09, 0.24, -0.17], [0.02, -0.22, -0.13], [-0.22, -0.06, 0.04], [0.11, -0.01, -0.10], [0.19, -0.22, 0.40], [0.18, -0.30, -0.19], [-0.17, -0.09, -0.07], [0.33, -0.24, -0.14], [-0.15, 0.35, 0.24], [0.23, -0.17, -0.06], [0.09, 0.01, -0.06], [-0.18, 0.26, -0.01], [0.07, -0.20, 0.07], [-0.36, 0.03, -0.12]], "mulliken_charge": [-0.90, -0.25, -0.48, -0.53, 0.27, 0.34, 0.32, 0.22, 0.40, 0.36, 0.24, -0.78, -0.09, -0.19, 0.32, 0.31, 0.26, 0.17]}



{"formula": "C5H7NO3", "method": "ωB97M-V/def2-TZVPD", "de_lowest_ev": 5.6279, "largest_force_ha_per_bohr": 0.0731, "orbital_gap_ev": 10.9, "multiplicity": 1, "smiles": "O=[N+]([O-])[C@@]12CCC[C@@H]1O2", "symbols": ["O", "N", "O", "C", "C", "C", "C", "C", "O", "H", "H", "H", "H", "H", "H", "H"], "xyz": [[-3.164799, -0.588892, -0.052192], [-2.309555, 0.260104, 0.127212], [-2.475891, 1.402126, 0.569052], [-0.949737, -0.096922, -0.199398], [-0.029589, 1.002793, -0.564325], [1.416389, 0.451466, -0.376505], [1.349229, -0.767236, 0.534568], [-0.153052, -1.148557, 0.531541], [-0.628323, -1.421027, -0.764699], [-0.099695, 1.952491, 0.063974], [-0.090671, 1.476662, -1.610788], [2.050222, 1.156620, 0.097472], [1.806963, 0.230310, -1.356790], [1.968411, -1.553689, 0.054231], [1.711055, -0.615259, 1.599152], [-0.400963, -1.740996, 1.347500]], "atomic_forces_ev_per_a": [[0.28, 0.73, 0.29], [-1.37, 0.07, 0.30], [-0.03, -1.44, -0.51], [2.40, -1.70, 0.45], [1.70, 3.17, -1.11], [-0.86, -0.04, -0.10], [-0.41, -0.60, 0.23], [1.91, 1.41, -1.17], [-1.12, 1.62, 0.25], [-0.56, -1.66, -0.33], [-0.43, -1.22, 1.24], [0.57, 1.02, 0.07], [0.33, -0.32, -0.13], [-0.53, 0.04, 0.66], [-0.43, 0.01, -1.30], [-1.45, -1.09, 1.14]], "mulliken_charge": [-0.54, 0.92, -0.56, 0.64, -0.61, -0.64, -0.60, -0.52, -0.45, 0.28, 0.29, 0.34, 0.31, 0.26, 0.35, 0.52]}



{"formula": "C3H3ClS", "method": "ωB97M-V/def2-TZVPD", "de_lowest_ev": 3.0687, "largest_force_ha_per_bohr": 0.1116, "orbital_gap_ev": [6.4, 7.2], "multiplicity": 3, "symbols": ["C", "C", "C", "S", "Cl", "H", "H", "H"], "xyz": [[-0.755825, 0.275107, 0.717875], [-0.069248, -0.517317, -0.024439], [0.477795, -1.313081, -0.856375], [0.923634, 2.981164, 1.182302], [-0.467914, 2.016811, 0.225244], [-1.531852, -0.041828, 1.481424], [-0.060844, -1.716249, -1.719889], [1.484253, -1.684605, -1.006141]], "atomic_forces_ev_per_a": [[-2.17, -1.25, 0.07], [-0.53, -0.10, 1.02], [1.02, -1.75, -2.56], [3.94, 3.48, 2.30], [-3.40, -2.10, -1.39], [1.38, 0.92, -0.82], [-0.62, 0.34, 0.37], [0.39, 0.45, 1.01]], "mulliken_charge": [-0.35, 0.26, -0.62, -0.17, 0.04, 0.34, 0.22, 0.27]}



{"formula": "CH3IS2", "method": "ωB97M-V/def2-TZVPD", "de_lowest_ev": 0.4563, "largest_force_ha_per_bohr": 0.0396, "orbital_gap_ev": 9.0, "multiplicity": 1, "symbols": ["C", "S", "S", "I", "H", "H", "H"], "xyz": [[-0.723408, 0.501599, 0.396383], [2.013567, -0.818233, -0.138553], [0.008460, -1.102887, -0.252891], [-2.813135, 0.467133, -0.241230], [-0.697233, 0.373971, 1.434793], [-0.286244, 1.543634, 0.183409], [2.497990, -0.965217, -1.381912]], "atomic_forces_ev_per_a": [[0.33, 0.73, -1.61], [0.79, -0.01, 0.82], [-0.57, 1.00, -0.31], [0.80, 0.08, 0.32], [-0.37, -0.05, 1.48], [-0.40, -1.96, -0.37], [-0.58, 0.20, -0.33]], "mulliken_charge": [-0.76, -0.22, 0.02, 0.06, 0.39, 0.37, 0.16]}